Record 1
Formula: C9H13ClN2O2
Source: OMol25
Level of theory: ωB97M-V/def2-TZVPD

Geometry as XYZ:
```
27
Properties=species:S:1:pos:R:3:forces:R:3:nbo_charge:R:1
N 2.23250 2.91374 -0.13772 -0.163 0.081 -0.188 -0.269
C 2.18864 1.78443 -0.33450 0.672 1.321 0.832 0.263
C 2.20735 0.36716 -0.42448 -2.442 -2.038 -0.201 0.028
O 2.58161 0.02967 -1.73975 0.667 0.719 0.088 -0.694
C 3.09588 -0.37316 0.64417 -4.383 1.809 1.191 0.659
N 3.93496 -1.19196 0.17239 2.691 -1.794 -5.090 -0.771
O 2.84667 -0.42452 1.82089 -0.354 1.584 1.520 -0.607
C 0.57605 -0.13789 -0.20610 2.300 2.302 1.512 0.092
Cl 0.70800 -1.90036 -0.30565 -0.151 -0.440 -0.674 -0.038
C 0.13155 0.25068 1.23900 -1.472 1.730 -1.101 -0.484
C -1.30422 -0.26452 1.32480 0.946 -1.033 -3.240 -0.404
C -2.22384 0.59433 0.40944 3.187 0.656 -0.732 -0.388
C -1.76241 0.34820 -1.02745 -1.178 -1.966 0.885 -0.400
C -0.31345 0.57234 -1.27186 1.774 -1.281 0.698 -0.456
H 2.26650 -0.85320 -1.89768 -0.404 -0.887 -0.217 0.482
H 4.14688 -1.09507 -0.82362 0.278 -0.147 0.577 0.400
H 4.66659 -1.31998 0.78444 1.952 -1.127 1.361 0.406
H 0.04532 1.36942 1.33375 0.370 -0.756 -0.539 0.219
H 0.82970 0.01381 2.00603 0.254 -0.951 0.377 0.274
H -1.73014 -0.30520 2.22185 -1.183 0.043 4.182 0.210
H -1.16713 -1.36851 1.02302 -1.166 1.573 0.123 0.201
H -3.26553 0.56069 0.48276 -1.638 -1.066 0.332 0.216
H -2.06773 1.68596 0.53349 0.439 -0.370 0.713 0.188
H -2.08340 -0.68336 -1.23458 0.259 0.160 -0.445 0.200
H -2.33985 1.00328 -1.59216 -0.891 0.996 -1.667 0.211
H 0.10234 0.17534 -2.22987 -0.813 0.933 0.302 0.228
H -0.15350 1.63768 -1.07586 0.453 -0.050 -0.600 0.234
```
Forces are in eV/Å.

The value obtained for the electronic energy is -29140.0988 eV. The calculation puts the molar mass at 216.7 g/mol. As for the HOMO-LUMO gap: 10.4 eV.


Record 2
Formula: C9H13ClNO
Source: OMol25
Level of theory: ωB97M-V/def2-TZVPD

Geometry as XYZ:
```
25
Properties=species:S:1:pos:R:3:forces:R:3:nbo_charge:R:1
C 3.18312 -1.93572 -0.12068 -0.043 0.031 0.110 -0.157
C 2.28246 -2.04364 -1.16835 -0.061 0.053 -0.024 -0.211
C 2.76364 -1.45948 1.11208 0.098 0.040 0.046 -0.195
C 0.96879 -1.64320 -0.99809 -0.141 -0.027 -0.012 -0.120
C 1.44643 -1.08550 1.30073 -0.173 0.036 -0.161 -0.177
C 0.54581 -1.15423 0.23405 0.201 -0.047 0.038 -0.204
C -0.80469 1.01813 -1.30741 0.273 0.095 -0.986 -0.434
C -2.44951 1.17115 0.46576 -0.933 0.199 0.264 -0.424
C -0.81647 -0.65772 0.48109 -2.653 -2.281 -1.855 0.308
N -1.07532 0.75294 0.12064 0.077 0.161 0.181 -0.379
O -2.04342 -1.44385 -0.60809 2.720 1.676 1.951 -0.616
Cl -3.01666 -2.51513 0.21903 0.218 0.128 0.175 0.279
H 4.21126 -2.23145 -0.25593 0.099 -0.052 -0.035 0.237
H 2.60541 -2.43539 -2.11967 0.006 -0.046 -0.098 0.237
H 3.46083 -1.37909 1.93233 0.049 -0.040 0.047 0.238
H 0.24980 -1.74163 -1.79565 -0.031 -0.046 -0.148 0.226
H 1.12140 -0.73164 2.26782 -0.051 0.018 0.166 0.219
H -1.46020 0.38346 -1.90012 -0.009 0.058 0.097 0.257
H -1.00075 2.06297 -1.53541 -0.047 0.002 0.188 0.242
H 0.22999 0.78431 -1.54616 -0.027 0.032 0.142 0.250
H -2.68012 0.92092 1.49857 0.158 -0.057 0.034 0.237
H -2.55665 2.24346 0.32985 0.177 0.038 -0.052 0.239
H -3.14709 0.65175 -0.18529 0.118 -0.033 -0.005 0.259
H -1.22369 -0.89759 1.45992 -0.020 0.211 0.000 0.241
H -0.42151 1.31816 0.67741 -0.007 -0.151 -0.062 0.447
```
Forces are in eV/Å.

As for the total charge: +1. The value obtained for the electronic energy is -25594.3553 eV. The calculation puts the molar mass at 186.7 g/mol. As for the HOMO-LUMO gap: 9.4 eV.


Record 3
Formula: C9H13ClSi
Source: OMol25
Level of theory: ωB97M-V/def2-TZVPD

Geometry as XYZ:
```
24
Properties=species:S:1:pos:R:3:forces:R:3:nbo_charge:R:1
C -1.41415 -2.23091 0.89638 -0.403 -0.463 1.816 -0.602
C -2.36605 -1.06137 0.87041 3.566 2.274 0.352 -0.834
Si -1.91593 0.20118 -0.48375 2.417 0.870 1.796 1.291
Cl -3.03000 1.94147 -0.24002 0.073 -0.193 0.210 -0.393
C 0.08841 0.69058 -0.05006 -1.321 -0.894 -1.708 -0.365
C 0.28386 1.72541 0.81869 -0.060 0.242 1.614 -0.221
C 1.57917 2.20933 1.09594 -0.769 -0.196 -0.611 -0.228
C 2.65214 1.76257 0.33896 0.504 0.827 -1.036 -0.198
C 2.49628 0.70122 -0.58550 -0.454 1.024 0.312 -0.239
C 1.20767 0.16518 -0.76236 -0.480 -0.880 -0.157 0.000
C 0.90158 -0.98559 -1.74923 2.310 1.628 1.724 -0.619
H -1.78806 -2.88440 0.19763 -0.528 -2.093 -1.706 0.198
H -0.40352 -2.03106 0.63828 0.888 0.535 -0.114 0.215
H -1.41573 -2.77518 1.87812 -0.038 0.606 -0.746 0.210
H -2.02976 -0.46967 1.75506 -0.562 0.228 -0.440 0.237
H -3.33291 -1.32902 1.05794 -2.673 -0.665 0.084 0.235
H -1.97700 0.06560 -1.91078 -0.237 -0.674 -0.695 -0.183
H -0.62320 2.08033 1.35327 0.947 0.202 -0.224 0.215
H 1.70327 2.99613 1.81252 0.090 0.376 0.165 0.213
H 3.55208 2.44761 0.24402 -0.804 -1.389 0.655 0.216
H 3.38438 0.48380 -1.20513 -0.828 -0.380 0.248 0.219
H -0.07936 -1.25495 -1.66912 -2.568 -0.978 0.421 0.195
H 0.99492 -0.61091 -2.71618 0.534 0.423 -1.911 0.219
H 1.53190 -1.83735 -1.58510 0.395 -0.433 -0.049 0.218
```
Forces are in eV/Å.

The value obtained for the electronic energy is -29944.3289 eV. The calculation puts the molar mass at 184.7 g/mol. As for the HOMO-LUMO gap: 9.8 eV.


Record 4
Formula: C9H13IO
Source: OMol25
Level of theory: ωB97M-V/def2-TZVPD

Geometry as XYZ:
```
24
Properties=species:S:1:pos:R:3:forces:R:3:nbo_charge:R:1
C 2.19322 1.88701 -1.29054 -4.674 0.616 0.354 -0.607
C 1.47590 0.60578 -0.68952 0.756 -1.127 -0.215 -0.264
C 2.12683 0.13787 0.65022 1.545 2.302 -2.289 -0.605
C -0.09565 0.63027 -0.55090 1.925 -0.666 -2.692 -0.103
I -0.89516 2.26642 0.51493 0.145 -0.571 -0.105 0.157
C -0.82541 -0.23947 -1.29241 -1.194 0.977 0.538 -0.281
C -2.30437 -0.34974 -1.17110 2.170 1.661 -0.923 -0.224
C -2.84735 -0.53188 -0.02294 -0.092 -2.947 3.718 -0.178
C -2.04910 -0.92225 1.20521 0.495 -0.893 -4.738 -0.350
C -0.95931 -1.67439 1.20231 -0.711 -1.354 0.382 0.174
O -0.31602 -1.90989 2.39400 0.451 -0.563 -0.003 -0.700
H 1.95499 2.01277 -2.39635 0.530 -0.197 1.449 0.216
H 3.19105 1.93886 -1.03788 2.295 -0.296 0.128 0.212
H 1.72092 2.76583 -0.73038 0.601 -0.826 -0.949 0.208
H 1.74077 -0.23090 -1.37975 -0.723 0.502 0.112 0.205
H 3.21870 0.02838 0.59657 -0.014 0.552 -0.509 0.204
H 1.89207 -0.78321 1.00283 -1.724 -2.705 0.912 0.216
H 1.93699 0.88794 1.34819 -0.334 1.079 1.659 0.203
H -0.55655 -1.03586 -2.00345 1.344 0.658 0.466 0.232
H -2.90917 -0.08788 -1.98066 -0.788 -0.097 -1.562 0.212
H -3.86201 -0.85230 0.06889 -0.999 0.752 -0.072 0.208
H -2.31313 -0.50938 2.06537 -1.272 1.864 3.773 0.189
H -0.63008 -2.33433 0.34245 -0.015 1.207 1.241 0.193
H -0.88811 -1.69965 3.15493 0.285 0.074 -0.677 0.481
```
Forces are in eV/Å.

The value obtained for the electronic energy is -19688.3767 eV. The calculation puts the molar mass at 264.1 g/mol. As for the HOMO-LUMO gap: 8.7 eV.


> Which value of molar mass does entry 1 give?

216.7 g/mol


> Look up the electronic energy of the second one.

-25594.3553 eV


> electronic energy of number 3 (C9H13ClSi)?

-29944.3289 eV


What did the third record say?
Formula: C9H13ClSi
Source: OMol25
Level of theory: ωB97M-V/def2-TZVPD

Geometry as XYZ:
```
24
Properties=species:S:1:pos:R:3:forces:R:3:nbo_charge:R:1
C -1.41415 -2.23091 0.89638 -0.403 -0.463 1.816 -0.602
C -2.36605 -1.06137 0.87041 3.566 2.274 0.352 -0.834
Si -1.91593 0.20118 -0.48375 2.417 0.870 1.796 1.291
Cl -3.03000 1.94147 -0.24002 0.073 -0.193 0.210 -0.393
C 0.08841 0.69058 -0.05006 -1.321 -0.894 -1.708 -0.365
C 0.28386 1.72541 0.81869 -0.060 0.242 1.614 -0.221
C 1.57917 2.20933 1.09594 -0.769 -0.196 -0.611 -0.228
C 2.65214 1.76257 0.33896 0.504 0.827 -1.036 -0.198
C 2.49628 0.70122 -0.58550 -0.454 1.024 0.312 -0.239
C 1.20767 0.16518 -0.76236 -0.480 -0.880 -0.157 0.000
C 0.90158 -0.98559 -1.74923 2.310 1.628 1.724 -0.619
H -1.78806 -2.88440 0.19763 -0.528 -2.093 -1.706 0.198
H -0.40352 -2.03106 0.63828 0.888 0.535 -0.114 0.215
H -1.41573 -2.77518 1.87812 -0.038 0.606 -0.746 0.210
H -2.02976 -0.46967 1.75506 -0.562 0.228 -0.440 0.237
H -3.33291 -1.32902 1.05794 -2.673 -0.665 0.084 0.235
H -1.97700 0.06560 -1.91078 -0.237 -0.674 -0.695 -0.183
H -0.62320 2.08033 1.35327 0.947 0.202 -0.224 0.215
H 1.70327 2.99613 1.81252 0.090 0.376 0.165 0.213
H 3.55208 2.44761 0.24402 -0.804 -1.389 0.655 0.216
H 3.38438 0.48380 -1.20513 -0.828 -0.380 0.248 0.219
H -0.07936 -1.25495 -1.66912 -2.568 -0.978 0.421 0.195
H 0.99492 -0.61091 -2.71618 0.534 0.423 -1.911 0.219
H 1.53190 -1.83735 -1.58510 0.395 -0.433 -0.049 0.218
```
Forces are in eV/Å.

The value obtained for the electronic energy is -29944.3289 eV. The calculation puts the molar mass at 184.7 g/mol. As for the HOMO-LUMO gap: 9.8 eV.